*1*
{"formula": "C6H13NO2", "method": "ωB97M-V/def2-TZVPD", "symbols": ["C", "N", "C", "O", "O", "C", "C", "C", "C", "H", "H", "H", "H", "H", "H", "H", "H", "H", "H", "H", "H", "H"], "coordinates": [[2.57, -0.42, -1.36], [1.69, 0.42, -0.55], [1.15, -0.40, 0.95], [1.69, -1.46, 1.14], [1.21, 0.65, 1.83], [-0.56, -0.48, 0.34], [-1.60, -0.13, 1.38], [-1.60, 0.63, 0.10], [-2.68, 0.42, -0.93], [2.10, -1.39, -1.48], [2.75, 0.03, -2.33], [3.52, -0.58, -0.85], [0.56, 0.25, -0.73], [2.08, 1.34, -0.37], [1.59, 0.31, 2.65], [-0.72, -1.42, -0.18], [-2.40, -0.84, 1.54], [-1.26, 0.37, 2.27], [-1.20, 1.64, 0.14], [-2.32, 0.61, -1.94], [-3.04, -0.61, -0.90], [-3.53, 1.08, -0.73]], "smiles": "C[NH2+][C@@]([O-])(O)[C@H]1C[C@@H]1C", "orbital_gap_ha": 0.34380, "homo_energy_ev": -8.543}

*2*
{"formula": "C6H13NO2", "method": "ωB97M-V/def2-TZVPD", "symbols": ["C", "C", "C", "O", "H", "H", "H", "H", "H", "H", "C", "N", "C", "C", "O", "H", "H", "H", "H", "H", "H", "H"], "coordinates": [[-1.14, -1.73, -0.57], [1.08, -1.62, 0.65], [-0.27, -0.94, 0.41], [-0.91, -0.61, 1.53], [0.89, -2.64, 0.98], [-1.39, -2.69, -0.11], [-2.07, -1.21, -0.77], [-0.61, -1.93, -1.51], [1.67, -1.67, -0.27], [1.65, -1.12, 1.42], [1.32, 1.27, 0.29], [-1.24, 1.28, 0.19], [0.04, 0.68, -0.28], [-0.21, 0.86, -1.65], [-1.17, 2.64, 0.53], [-0.47, 2.74, 1.20], [-1.42, 0.54, 1.08], [1.33, 1.16, 1.37], [1.41, 2.32, 0.03], [2.19, 0.75, -0.11], [0.46, 1.43, -2.30], [-1.11, 0.47, -2.09]], "orbital_gap_ha": [0.28907, 0.28942], "homo_energy_ev": [-9.048, -9.051]}

*3*
{"formula": "C6H13NO2", "method": "ωB97M-V/def2-TZVPD", "symbols": ["C", "C", "O", "C", "N", "H", "H", "H", "H", "H", "H", "H", "C", "C", "C", "O", "H", "H", "H", "H", "H", "H"], "coordinates": [[-2.35, -1.03, 0.39], [-1.61, 0.24, 0.15], [-1.86, 0.92, -1.00], [-0.55, 0.65, 0.93], [-0.10, 1.97, 0.96], [-1.68, -1.75, 0.88], [-3.24, -0.84, 0.99], [-2.64, -1.52, -0.55], [-2.18, 0.29, -1.67], [-0.42, 0.15, 1.89], [-0.43, 2.50, 1.76], [-0.30, 2.44, 0.07], [1.67, 0.54, -1.35], [1.09, -0.60, -0.53], [2.03, -1.14, 0.53], [0.34, -1.43, -1.13], [2.44, 0.15, -2.02], [0.88, 1.00, -1.96], [2.12, 1.29, -0.71], [1.50, -1.86, 1.15], [2.42, -0.32, 1.15], [2.87, -1.65, 0.05]], "smiles": "C/C(O)=C/N.CC(C)=O", "orbital_gap_ha": 0.30668, "homo_energy_ev": -7.629}

*4*
{"formula": "C6H13NO2", "method": "ωB97M-V/def2-TZVPD", "symbols": ["C", "C", "C", "C", "N", "C", "C", "O", "O", "H", "H", "H", "H", "H", "H", "H", "H", "H", "H", "H", "H", "H"], "coordinates": [[-0.50, -0.16, 0.40], [1.86, -0.03, -0.25], [-0.67, 0.74, -0.65], [2.65, -0.39, 0.97], [-0.72, 0.40, -1.94], [-2.56, 0.20, 0.38], [-3.11, 1.05, 1.23], [-0.46, -1.50, 0.23], [1.70, -1.19, -1.13], [0.34, -1.70, -0.32], [2.53, -1.69, -1.21], [-0.35, 0.24, 1.39], [2.31, 0.79, -0.83], [-0.69, 1.79, -0.40], [-0.75, 1.11, -2.64], [-0.39, -0.51, -2.21], [-3.09, -0.57, -0.18], [2.82, 0.50, 1.59], [3.65, -0.81, 0.75], [2.13, -1.12, 1.59], [-2.51, 1.78, 1.77], [-4.18, 1.06, 1.46]], "orbital_gap_ha": [0.24394, 0.24401], "homo_energy_ev": [-5.860, -5.862]}

Of them, the most stable is *3* and the least stable is *4*.

*1*
{"formula": "C6H8N4", "method": "ωB97M-V/def2-TZVPD", "symbols": ["C", "C", "C", "C", "C", "C", "N", "N", "N", "N", "H", "H", "H", "H", "H", "H", "H", "H"], "coordinates": [[-0.66, -0.78, 0.88], [3.10, 0.53, 0.18], [0.61, -0.32, 0.41], [2.79, -0.76, -0.43], [0.90, 1.14, 0.05], [-3.72, 0.32, -0.45], [-1.91, -0.50, 0.64], [2.18, 1.42, 0.14], [1.54, -1.16, 0.29], [-2.72, 0.47, 0.50], [-0.60, -1.65, 1.55], [4.10, 0.77, 0.59], [2.52, -0.64, -1.45], [3.56, -1.42, -0.36], [0.20, 1.86, -0.32], [-4.61, -0.01, 0.03], [-3.76, 1.34, -1.06], [-3.54, -0.58, -1.18]], "orbital_gap_ha": [0.28149, 0.22833], "homo_energy_ev": [-7.741, -7.293]}

*2*
{"formula": "C6H8N4", "method": "ωB97M-V/def2-TZVPD", "symbols": ["C", "C", "N", "C", "N", "C", "N", "C", "C", "N", "H", "H", "H", "H", "H", "H", "H", "H"], "coordinates": [[-2.64, -0.40, -0.55], [-1.64, -0.29, 0.64], [-0.34, 0.32, 0.27], [0.08, 1.57, 0.19], [1.34, 1.76, 0.09], [2.01, 0.58, -0.01], [3.38, 0.53, -0.14], [1.20, -0.55, 0.17], [1.25, -1.91, 0.19], [1.19, -3.06, 0.20], [-2.37, -1.00, -1.47], [-2.74, 0.66, -0.84], [-3.70, -0.69, -0.22], [-1.50, -1.25, 1.10], [-2.21, 0.30, 1.27], [-0.45, 2.41, 0.37], [3.54, -0.35, -0.60], [3.60, 1.38, -0.66]], "smiles": "CCn1cnc(N)c1C#N", "orbital_gap_ha": 0.34516, "homo_energy_ev": -8.738}

Of them, the most stable is *2* and the least stable is *1*.

*1*
{"formula": "C7H8N2O2", "method": "ωB97M-V/def2-TZVPD", "symbols": ["O", "C", "C", "C", "C", "C", "C", "C", "N", "N", "O", "H", "H", "H", "H", "H", "H", "H", "H"], "coordinates": [[-2.89, -1.50, -0.72], [-2.38, -0.53, -0.20], [-1.26, -0.71, 0.88], [0.15, -0.36, 0.37], [1.21, -1.33, 0.15], [2.48, -0.89, -0.24], [2.70, 0.49, -0.46], [1.68, 1.32, -0.21], [0.43, 0.97, 0.24], [-2.61, 0.76, -0.53], [-2.15, 1.86, 0.24], [-1.29, -1.73, 1.24], [-1.56, -0.14, 1.81], [1.13, -2.50, 0.14], [3.29, -1.57, -0.52], [3.68, 0.80, -0.84], [1.90, 2.35, -0.48], [-3.36, 1.03, -1.23], [-1.15, 1.68, 0.38]], "smiles": "O=C(Cc1ccccn1)NO", "orbital_gap_ha": 0.34530, "homo_energy_ev": -9.122}

*2*
{"formula": "C7H8N2O2", "method": "ωB97M-V/def2-TZVPD", "symbols": ["C", "C", "C", "C", "C", "N", "C", "C", "N", "O", "O", "H", "H", "H", "H", "H", "H", "H", "H"], "coordinates": [[0.96, -2.38, 0.23], [0.25, -1.08, 0.02], [-1.10, -1.00, 0.33], [-1.82, 0.24, 0.31], [-1.15, 1.40, 0.01], [-1.89, 2.61, 0.02], [0.20, 1.33, -0.35], [0.83, 0.10, -0.34], [2.22, 0.10, -0.76], [2.86, -0.94, -0.86], [2.71, 1.16, -1.06], [0.21, -3.16, 0.56], [1.49, -2.72, -0.66], [1.70, -2.34, 0.99], [-1.53, -1.86, 0.72], [-2.89, 0.24, 0.47], [-1.29, 3.44, 0.15], [-2.51, 2.58, 0.82], [0.74, 2.27, -0.59]], "smiles": "Cc1ccc(N)cc1[N+](=O)[O-]", "orbital_gap_ha": 0.31185, "homo_energy_ev": -8.849}

Of them, the most stable is *1* and the least stable is *2*.

*1*
{"formula": "C3H14NO2", "method": "ωB97M-V/def2-TZVPD", "symbols": ["C", "C", "C", "N", "H", "H", "H", "H", "H", "H", "H", "H", "H", "H", "H", "H", "O", "H", "H", "O"], "coordinates": [[0.06, 1.11, -0.08], [1.25, 0.23, 0.32], [2.51, 1.03, -0.05], [-1.22, 0.29, 0.04], [-0.15, 2.00, 0.51], [0.19, 1.38, -1.13], [1.21, -0.75, -0.20], [1.14, -0.09, 1.36], [2.47, 2.05, 0.31], [3.37, 0.49, 0.38], [2.66, 0.81, -1.11], [-1.46, -0.12, -0.87], [-1.12, -0.47, 0.75], [-2.02, 0.86, 0.28], [-2.80, -1.08, 2.62], [-1.48, -1.90, 2.65], [-1.96, -1.20, 2.18], [-0.28, -1.92, -2.35], [-1.34, -1.38, -3.26], [-1.05, -1.33, -2.35]], "total_charge": 1, "orbital_gap_ha": 0.46065, "homo_energy_ev": -15.486}

*2*
{"formula": "C3H14NO2", "method": "ωB97M-V/def2-TZVPD", "symbols": ["C", "C", "C", "N", "H", "H", "H", "H", "H", "H", "H", "H", "H", "H", "H", "H", "O", "H", "H", "O"], "coordinates": [[-0.29, -0.09, 0.58], [-0.03, -1.65, 1.00], [-0.27, -1.63, 2.55], [0.07, 0.20, -0.82], [-1.40, 0.21, 0.80], [0.41, 0.44, 1.31], [1.02, -1.97, 0.70], [-0.82, -2.43, 0.52], [0.34, -0.87, 3.09], [-1.21, -1.45, 2.89], [-0.08, -2.61, 2.90], [0.16, -0.65, -1.44], [-0.53, 0.88, -1.32], [1.02, 0.50, -0.83], [1.59, 3.18, 1.26], [1.79, 3.24, -0.23], [1.80, 2.58, 0.43], [-1.86, 0.97, -4.18], [-0.77, 0.45, -5.09], [-0.94, 0.70, -4.12]], "total_charge": 1, "orbital_gap_ha": 0.44188, "homo_energy_ev": -15.211}

*3*
{"formula": "C3H14NO2", "method": "ωB97M-V/def2-TZVPD", "symbols": ["C", "C", "N", "C", "H", "H", "H", "H", "H", "H", "H", "H", "H", "H", "H", "H", "O", "H", "H", "O"], "coordinates": [[2.03, -1.16, 1.39], [0.93, -0.17, 1.10], [-0.06, -0.72, 0.13], [-1.37, 0.08, 0.02], [2.56, -1.33, 0.42], [2.71, -0.62, 2.07], [1.87, -2.14, 1.85], [0.33, 0.14, 1.96], [1.27, 0.82, 0.82], [-0.27, -1.72, 0.25], [0.31, -0.76, -0.82], [-1.16, 1.11, -0.31], [-1.55, 0.02, 1.09], [-2.10, -0.51, -0.53], [-0.55, 4.28, -0.03], [0.49, 3.47, 0.44], [-0.48, 3.49, 0.53], [-1.37, -0.75, -3.41], [-2.08, -1.86, -3.87], [-1.52, -1.66, -3.11]], "total_charge": 1, "orbital_gap_ha": 0.43888, "homo_energy_ev": -15.095}

Of them, the most stable is *1* and the least stable is *2*.

*1*
{"formula": "C3H14NO2", "method": "ωB97M-V/def2-TZVPD", "symbols": ["C", "C", "C", "N", "H", "H", "H", "H", "H", "H", "H", "H", "H", "H", "H", "H", "O", "H", "H", "O"], "coordinates": [[-0.17, 0.96, -2.23], [-0.47, 0.89, -0.72], [-1.90, 0.97, -0.17], [0.39, -0.25, -0.04], [-0.95, 0.28, -2.83], [-0.06, 1.87, -2.76], [0.85, 0.52, -2.53], [0.05, 1.76, -0.32], [-2.38, 0.07, -0.50], [-2.50, 1.82, -0.60], [-1.86, 0.92, 0.93], [1.45, -0.03, -0.06], [0.11, -0.32, 1.06], [0.33, -1.08, -0.60], [1.27, -2.86, 1.47], [1.53, -3.15, 0.11], [0.98, -2.54, 0.64], [1.79, 0.23, 2.65], [0.66, 0.16, 3.64], [0.88, -0.18, 2.87]], "total_charge": 1, "orbital_gap_ha": 0.45291, "homo_energy_ev": -15.623}

*2*
{"formula": "C3H14NO2", "method": "ωB97M-V/def2-TZVPD", "symbols": ["C", "C", "N", "C", "H", "H", "H", "H", "H", "H", "H", "H", "H", "H", "H", "H", "O", "H", "H", "O"], "coordinates": [[-2.11, 0.43, -0.55], [-1.31, 0.41, 0.74], [0.10, -0.01, 0.39], [1.02, -0.18, 1.56], [-1.82, 1.20, -1.26], [-3.17, 0.51, -0.30], [-2.12, -0.57, -1.01], [-1.64, -0.31, 1.47], [-1.25, 1.42, 1.13], [0.07, -0.98, 0.06], [0.50, 0.48, -0.42], [0.59, -1.01, 2.11], [2.05, -0.36, 1.26], [1.11, 0.73, 2.14], [1.43, 2.87, -0.99], [1.44, 1.93, -2.24], [1.48, 1.95, -1.27], [0.71, -3.08, -1.50], [1.91, -2.90, -0.59], [1.02, -2.50, -0.75]], "total_charge": 1, "orbital_gap_ha": 0.48063, "homo_energy_ev": -15.899}

Of them, the most stable is *2* and the least stable is *1*.